Below is C28H38N4O3OsP2S as an isolated structure in a non-equilibrium geometry, with properties calculated with the ωB97M-V functional and the def2-TZVPD basis.

Its spin multiplicity is 5. As for the charge: +2. The LUMO energy (spin up / spin down) comes out at -5.492 / -10.415 eV. The gap between HOMO and LUMO (spin up / spin down) comes out at 0.2760 / 0.0951 hartree.

Cartesian coordinates (Å):
Os -1.7158 -1.2659 1.7939
C 4.9377 2.6319 -0.9218
C 3.7016 3.0095 -1.2510
C 3.1532 3.1099 -2.6423
C 3.7151 2.0847 -3.6405
C 3.6758 0.6864 -3.1047
C 4.6524 0.0781 -2.4222
C 6.0122 0.6660 -2.0979
C 6.0349 2.1821 -1.8522
C -2.3016 -3.2835 1.9178
H 5.3208 2.8044 0.0967
H 3.0785 3.5147 -0.5013
H 3.3342 4.1207 -3.0468
H 2.0622 2.9800 -2.5975
H 3.0835 2.1241 -4.5397
H 4.7128 2.3849 -3.9739
H 2.8270 0.1065 -3.4868
H 4.6224 -1.0053 -2.2471
H 6.7429 0.4395 -2.8966
H 6.4002 0.1684 -1.1934
H 6.9973 2.4143 -1.3666
H 6.0538 2.7305 -2.8024
H -2.1506 -3.4598 3.0003
H -1.6878 -3.9917 1.3506
H -3.3712 -3.4414 1.6985
P -1.3000 -1.7175 -0.2945
P -1.4315 0.8048 1.0218
N -0.0200 -2.9425 -0.4989
N -2.5980 -2.3898 -1.3864
N 0.1429 1.2062 1.6798
N -2.3329 2.1722 1.5807
C -0.6503 -0.3385 -1.3101
C -1.2117 0.9731 -0.7726
C 0.6314 -3.5550 0.5633
C 1.5889 -4.4222 0.0489
C 1.5311 -4.3309 -1.3746
C 0.5280 -3.4086 -1.6812
C -3.2697 -3.5911 -1.2034
C -4.1879 -3.7615 -2.2379
C -4.0711 -2.6269 -3.0992
C -3.0999 -1.7913 -2.5427
C 0.7129 0.5347 2.7635
C 2.0379 0.9470 2.8539
C 2.2946 1.8573 1.7911
C 1.1029 1.9943 1.0797
C -1.8938 3.4952 1.6966
C -2.9708 4.2855 2.0725
C -4.1201 3.4375 2.1734
C -3.7046 2.1526 1.8506
H -0.8663 -0.4810 -2.3727
H 0.4411 -0.3909 -1.2015
H -0.5637 1.8223 -1.0051
H -2.2223 1.1978 -1.1490
H 0.3364 -3.3190 1.5727
H 2.2503 -5.0292 0.6518
H 2.1518 -4.8538 -2.0830
H 0.1719 -3.0419 -2.6349
H -3.0623 -4.1987 -0.3466
H -4.8695 -4.5793 -2.3549
H -4.6227 -2.4182 -4.0054
H -2.7385 -0.8279 -2.8812
H 0.1242 -0.1771 3.3359
H 2.7391 0.6340 3.6210
H 3.2117 2.3612 1.5476
H 0.8689 2.5719 0.2016
H -0.8696 3.7544 1.4968
H -2.9406 5.3587 2.2309
H -5.1217 3.7406 2.4374
H -4.2534 1.2174 1.7874
C -4.6104 0.2012 4.5960
S -3.9297 -1.1995 3.6993
O -4.3712 -2.3855 4.4150
O -4.2464 -1.1057 2.2540
O -2.3727 -1.0502 3.7561
H -5.6919 0.0949 4.7328
H -4.4035 1.1323 4.0681
H -4.1389 0.1974 5.5826


Below is C47H52N6O11P2SSbSe4Y as an isolated structure in a non-equilibrium geometry, with properties calculated with the ωB97M-V functional and the def2-TZVPD basis.

As for the charge: -2. The LUMO energy comes out at 3.702 eV. The gap between HOMO and LUMO comes out at 0.2381 hartree.

Cartesian coordinates (Å):
Y -0.3232 0.9107 0.8797
C 0.6686 -0.7428 -3.7854
N 0.4338 0.6827 -3.9654
C 1.1404 1.5047 -4.8113
C 0.7701 2.7656 -4.5325
N -0.1891 2.7080 -3.5334
C -0.4289 1.4121 -3.2281
S -1.6418 0.5010 -2.3940
C -0.6618 3.9139 -2.9088
C -1.0689 4.9556 -3.7280
C -1.4412 6.1331 -3.1092
C -1.4067 6.2013 -1.7257
C -0.9825 5.0913 -1.0132
N -0.5865 3.9617 -1.6021
H 1.6320 -0.9775 -4.2341
H -0.1220 -1.3356 -4.2445
H 0.7034 -0.9395 -2.7128
H 1.8984 1.1197 -5.4664
H 1.1443 3.7091 -4.8844
H -1.1516 4.8204 -4.7974
H -1.7960 6.9680 -3.6995
H -1.7141 7.0925 -1.1961
H -0.9348 5.1018 0.0672
C 3.7575 -0.6919 3.9286
C 4.0424 -1.1487 2.5019
C 5.4040 -1.8096 2.3807
O 3.0358 -2.0348 2.0453
C 2.2604 -1.4057 1.0060
C 2.6729 0.0945 1.1271
O 4.0092 -0.0521 1.6267
C 2.7031 1.0091 -0.1296
O 1.4058 1.2311 -0.5557
C 3.3730 2.3511 0.2843
C 2.5892 3.4933 0.3563
C 3.1493 4.7188 0.7024
C 4.5064 4.8220 0.9590
C 5.3040 3.6863 0.8671
C 4.7425 2.4645 0.5328
C 3.5624 0.4784 -1.2973
C 4.4367 -0.6039 -1.2708
C 5.1835 -0.9545 -2.3917
C 5.0944 -0.2129 -3.5572
C 4.2375 0.8817 -3.5904
C 3.4764 1.2089 -2.4810
C 0.7987 -1.9772 1.0125
O 0.0372 -1.2054 0.1566
C 0.9859 -3.4025 0.4359
C 1.3768 -4.4840 1.2180
C 1.5682 -5.7356 0.6484
C 1.3635 -5.9258 -0.7121
C 0.9603 -4.8526 -1.4955
C 0.7745 -3.6028 -0.9217
C 0.0386 -2.1544 2.3411
C -1.3003 -2.5263 2.1823
C -2.1146 -2.7462 3.2773
C -1.6118 -2.5957 4.5649
C -0.2909 -2.2206 4.7327
C 0.5303 -2.0067 3.6288
H 3.6185 -1.5568 4.5800
H 2.8591 -0.0731 3.9592
H 4.5994 -0.1029 4.2965
H 5.4926 -2.6175 3.1081
H 6.1885 -1.0749 2.5674
H 5.5264 -2.2228 1.3801
H 2.6394 -1.7341 0.0348
H 2.0920 0.6338 1.8949
H 1.5345 3.4197 0.1409
H 2.5085 5.5896 0.7774
H 4.9432 5.7770 1.2282
H 6.3697 3.7533 1.0562
H 5.3736 1.5889 0.4594
H 4.5653 -1.1770 -0.3669
H 5.8457 -1.8110 -2.3408
H 5.6908 -0.4736 -4.4237
H 4.1737 1.4911 -4.4850
H 2.8037 2.0573 -2.5010
H 1.5282 -4.3430 2.2811
H 1.8702 -6.5685 1.2733
H 1.5032 -6.9054 -1.1546
H 0.7767 -4.9934 -2.5550
H 0.4172 -2.7592 -1.4970
H -1.7072 -2.5805 1.1779
H -3.1553 -3.0101 3.1236
H -2.2527 -2.7426 5.4265
H 0.1070 -2.0654 5.7290
H 1.5503 -1.7107 3.7855
O -1.4184 0.8998 5.2315
P -0.9663 1.3248 3.7578
O 0.4837 1.1297 3.4328
O -1.8445 0.6424 2.7437
O -1.3079 2.8978 3.8292
P -1.3518 3.8278 2.4876
O -2.7616 3.4268 1.8132
O -1.3235 5.2440 2.8944
O -0.3302 3.2385 1.5455
H -1.0623 1.5122 5.8917
H -3.4741 4.0372 2.0308
C -6.7379 -0.7965 0.6242
C -5.5792 -0.6203 1.5849
N -4.3645 -0.7820 0.8297
C -4.1892 -1.7949 -0.0803
N -3.0025 -1.9906 -0.5280
C -2.7664 -3.0271 -1.5021
C -4.0126 -3.3907 -2.2982
C -5.1606 -3.6321 -1.3322
N -5.3146 -2.5118 -0.4285
C -6.6633 -2.1678 -0.0223
H -6.6614 -0.0235 -0.1434
H -7.6973 -0.6833 1.1338
H -5.6547 -1.3371 2.4201
H -5.5851 0.3859 2.0043
H -3.5000 -0.4279 1.2101
H -2.3593 -3.9241 -1.0109
H -1.9784 -2.6824 -2.1808
H -3.8482 -4.2807 -2.9128
H -4.2712 -2.5575 -2.9561
H -4.9863 -4.5628 -0.7702
H -6.1028 -3.7579 -1.8735
H -7.0462 -2.9341 0.6708
H -7.3063 -2.1886 -0.9098
Se -4.0615 3.5218 -3.7742
Sb -5.0661 2.1010 -2.1313
Se -5.5870 -0.1081 -2.8485
Se -6.1492 3.0132 -0.2077
Se -2.4585 1.5432 -0.6695


Below is the molecule C3H5NO3, with properties calculated with the ωB97M-V functional and the def2-TZVPD basis.

The structure (SMILES) is NC(=O)COC=O. The LUMO energy comes out at 0.798 eV. The gap between HOMO and LUMO comes out at 0.3993 hartree.

Cartesian coordinates (Å):
N -1.4979 -0.8248 0.1646
C -0.5727 -0.2985 1.0165
O -0.3081 -0.7712 2.1047
C 0.1249 0.9901 0.5505
O 1.3689 0.7119 -0.1209
C 1.3559 -0.0005 -1.2454
O 0.3841 -0.3962 -1.8396
H -1.4065 -0.5965 -0.8164
H -1.7573 -1.7805 0.3683
H -0.5129 1.6306 -0.0682
H 0.4316 1.5241 1.4493
H 2.3899 -0.1886 -1.5635


Below is a 2-piece molecular cluster, C2H2O2S overall in a non-equilibrium geometry, with properties calculated with the ωB97M-V functional and the def2-TZVPD basis.

The LUMO energy comes out at 0.372 eV. The gap between HOMO and LUMO comes out at 0.3056 hartree.

Cartesian coordinates (Å):
C 0.4470 0.3045 0.2913
C 2.5968 -0.0261 -0.3178
O 3.6301 0.1853 0.1213
O 0.3075 1.5199 -0.0659
S -0.7749 -0.9151 0.0106
H -0.4340 1.8534 -0.6392
H -0.4010 -2.0745 0.6392


Below is a 3-piece molecular cluster, C2H7O2PS overall in a non-equilibrium geometry, with properties calculated with the ωB97M-V functional and the def2-TZVPD basis.

The LUMO energy (spin up / spin down) comes out at -2.089 / -2.128 eV. The gap between HOMO and LUMO (spin up / spin down) comes out at 0.2682 / 0.2555 hartree.

Cartesian coordinates (Å):
C -2.9386 -1.2926 -0.3957
C 0.8508 0.5414 0.4216
O 2.5426 -1.4746 0.5507
O 3.9283 1.3739 -0.4294
P -2.7885 0.3622 -0.1965
S 2.0794 -0.4835 -0.4260
H 4.4880 1.4221 0.3821
H -3.7554 -1.7613 -0.6766
H -2.0685 -1.9240 -0.2615
H 0.9931 1.6220 0.0006
H -0.2054 0.2461 -0.0267
H 1.0988 0.5003 1.5594
H -4.2245 0.8683 -0.5019


Below is C8H16NO7W as an isolated structure, with properties calculated with the ωB97M-V functional and the def2-TZVPD basis.

As for the charge: +3. The LUMO energy comes out at -9.814 eV. The gap between HOMO and LUMO comes out at 0.2474 hartree.

Cartesian coordinates (Å):
W 0.1534 -0.0037 -0.0359
C 1.9704 1.0964 2.0753
C 2.4743 -0.3357 1.9508
O 1.5199 -1.1017 1.1299
C 2.0953 -2.3176 0.5285
C 1.2402 -2.7224 -0.6654
O 0.8288 -1.4727 -1.2962
C 0.7974 -1.1619 -2.7215
C 1.3679 0.2448 -2.8479
O 0.9107 1.0441 -1.6975
C 1.7466 2.2267 -1.4255
C 1.5271 2.6569 0.0192
O 1.3818 1.4204 0.7800
H 2.7994 1.7688 2.2928
H 1.1900 1.2131 2.8245
H 2.5570 -0.8080 2.9284
H 3.4367 -0.3698 1.4397
H 2.1175 -3.1059 1.2793
H 3.1112 -2.0722 0.2180
H 0.3352 -3.2566 -0.3835
H 1.8258 -3.3224 -1.3608
H -0.2383 -1.2358 -3.0468
H 1.4136 -1.8684 -3.2764
H 1.0305 0.7230 -3.7661
H 2.4576 0.2304 -2.8158
H 1.4696 3.0210 -2.1169
H 2.7829 1.9328 -1.5940
H 0.6157 3.2341 0.1612
H 2.3862 3.2228 0.3774
O -15.4523 1.0902 2.7463
N -15.2768 0.3616 3.5670
O -15.1051 -0.3670 4.3886
O -1.4700 0.0347 0.3432


Below is a 2-piece molecular cluster, C17H28ClN6O overall in a non-equilibrium geometry, with properties calculated with the ωB97M-V functional and the def2-TZVPD basis.

As for the charge: +1. The LUMO energy comes out at -7.000 eV. The gap between HOMO and LUMO comes out at 0.1821 hartree.

Cartesian coordinates (Å):
C 5.8124 -1.2693 -1.1974
C 4.9502 -0.5657 -1.6343
C 3.8877 0.1666 -2.3118
C 4.4539 0.9421 -3.4130
N 4.9735 1.5611 -4.2175
C 2.7731 -0.8070 -2.8319
Cl 2.1160 -1.6184 -1.3854
C 3.4277 -1.7527 -3.7181
N 4.0191 -2.4308 -4.4141
C 1.7399 0.0400 -3.5847
C 0.3368 -0.5880 -3.7243
N -0.5739 -0.1700 -2.6296
N 0.3653 -2.0248 -3.8339
N -0.1988 -0.0462 -4.9865
H 6.4967 -2.0124 -0.8779
H 3.4366 0.8506 -1.5973
H 1.6498 0.9855 -3.0572
H 2.1261 0.2227 -4.5803
H -0.8747 0.7653 -2.8732
H -0.0266 -0.0581 -1.7809
H -0.5219 -2.3676 -3.4847
H 0.3904 -2.2938 -4.8098
H -0.1972 0.9662 -4.9975
H -1.1374 -0.4057 -5.1056
C -0.6235 -1.3387 3.2412
C -0.3961 0.0727 2.6608
C -0.4504 1.1187 3.7818
C -1.8512 1.3000 4.3661
C -2.8833 1.6316 3.2842
C -2.8854 0.6870 2.0666
N -1.4532 0.4366 1.6308
O -1.0567 1.2978 0.8585
C -3.5989 -0.6411 2.3960
C -3.7010 1.3090 0.9356
C 0.9890 0.0164 2.0242
H 0.2776 -1.6659 3.7528
H -1.4206 -1.3905 3.9771
H -0.8331 -2.0636 2.4543
H -0.0930 2.0809 3.3986
H 0.2488 0.8160 4.5593
H -2.1555 0.4095 4.9187
H -1.8294 2.1129 5.0926
H -3.8843 1.6201 3.7119
H -2.7030 2.6532 2.9351
H -3.4872 -1.3569 1.5809
H -4.6621 -0.4595 2.5263
H -3.2560 -1.1105 3.3140
H -3.3774 2.3207 0.6939
H -4.7405 1.3684 1.2433
H -3.6487 0.7050 0.0288
H 1.0245 -0.7434 1.2426
H 1.7250 -0.2425 2.7794
H 1.3007 0.9666 1.5912